Entry 1:
This record from OMol25 describes a cluster of 2 separate species, C3H10N4S2 in total at a distorted geometry. The level of theory is ωB97M-V with the def2-TZVPD basis set.

ORCA input file:
```
! RIJCOSX wB97M-V def2-TZVPD def2/J DEFGRID3
* xyz 2 1
C 0.2196 0.2313 -1.5794
C 0.7994 2.5732 -1.1454
C -2.1171 -1.6574 -2.0980
N 0.9365 1.3022 -1.3174
N 0.1675 -0.7505 -0.7406
N 1.2256 0.8600 1.6055
N 2.1548 1.0173 2.3593
S -0.6156 3.4397 -1.3720
S -0.6332 -2.1495 -1.2242
H -0.0141 -0.1465 -2.6382
H 1.6895 3.0805 -0.8880
H -2.0120 -0.6159 -1.9109
H -3.0548 -2.1266 -1.8249
H -2.0593 -2.0046 -3.0479
H 0.9372 -0.0276 1.1684
H 2.8131 0.3832 2.8948
H 2.2900 1.9610 2.6388
H -1.2223 -2.3362 -0.0712
H -0.1729 4.6516 -1.0049
*
```

The value obtained for the relative energy (zero: lowest compared OMol25 entry of this formula, charge and spin) is 60.26 kcal/mol. The calculation puts the largest force on an atom at 3.45 eV/Å. For the gap between HOMO and LUMO, the calculation gives 7.40 eV. The lowest unoccupied orbital energy comes out at -9.40 eV.

Entry 2:
This record from OMol25 describes an isolated molecule of C3H2N2O at a distorted geometry. The level of theory is ωB97M-V with the def2-TZVPD basis set.

ORCA input file:
```
! RIJCOSX wB97M-V def2-TZVPD def2/J DEFGRID3
* xyz 0 1
C 0.8422 1.2321 -0.1244
C 1.0207 0.3908 -1.0690
C -0.5568 -0.4734 0.5398
N 0.0629 0.6873 0.9003
N 0.4844 -0.7770 -1.1791
O -1.2423 -1.2603 1.1461
H -0.3508 1.3234 1.4837
H -0.2602 -1.1228 -1.6973
*
```

The value obtained for the relative energy (zero: lowest compared OMol25 entry of this formula, charge and spin) is 122.77 kcal/mol. The calculation puts the largest force on an atom at 3.74 eV/Å. For the gap between HOMO and LUMO (alpha / beta), the calculation gives 7.20 / 6.99 eV. The lowest unoccupied orbital energy (alpha / beta) comes out at -1.41 / -1.46 eV.

Entry 3:
This record from OMol25 describes an isolated molecule of CH3NS at a distorted geometry. The level of theory is ωB97M-V with the def2-TZVPD basis set.

ORCA input file:
```
! RIJCOSX wB97M-V def2-TZVPD def2/J DEFGRID3
* xyz 0 1
C -0.4661 0.5502 -0.0027
H -0.9978 -1.2342 -0.0240
H -2.4096 -0.1541 0.3454
H -0.6553 1.6278 -0.0392
N -1.4789 -0.2691 -0.0594
S 1.0758 -0.1036 0.0093
*
```

The value obtained for the relative energy (zero: lowest compared OMol25 entry of this formula, charge and spin) is 10.54 kcal/mol. The calculation puts the largest force on an atom at 3.46 eV/Å. The structure (SMILES) is NC=S. For the gap between HOMO and LUMO, the calculation gives 9.25 eV. The lowest unoccupied orbital energy comes out at 0.66 eV.

Entry 4:
This record from OMol25 describes a structure of composition C19H30F8KMgN2O11S3V at a distorted geometry. The level of theory is ωB97M-V with the def2-TZVPD basis set.

ORCA input file:
```
! RIJCOSX wB97M-V def2-TZVPD def2/J DEFGRID3
* xyz 0 1
O -2.8092 -2.9544 2.0333
S -2.4182 -1.7698 2.7872
O -1.7328 -2.0134 3.9987
F -1.5039 -0.9620 1.8653
N -3.7470 -0.8397 3.2051
S -3.2446 0.8187 3.7451
C -4.8491 -0.8270 2.2985
F -5.5119 -2.0460 2.4180
F -4.4912 -0.6107 1.0161
F -5.7301 0.0797 2.6149
H -2.5869 1.2376 2.6364
Mg -4.9598 -4.3037 2.1289
C 1.6837 2.3185 -0.5302
C 1.4123 0.8474 -0.8046
C -0.0283 0.6206 -1.2750
C -1.0367 0.9998 -0.3114
N -1.8879 1.3169 0.3964
H 1.0633 2.7045 0.2822
H 2.7350 2.4424 -0.2425
H 1.5008 2.9257 -1.4192
H 1.6136 0.2604 0.0947
H 2.0829 0.4820 -1.5812
H -0.2020 -0.4540 -1.5208
H -0.2106 1.1786 -2.1909
O -2.3949 2.9352 5.1889
H -1.6799 2.7798 5.8196
C 3.9595 5.5581 -0.1647
C 5.1078 4.4943 0.0460
C 6.1172 4.6857 -1.1223
O 4.5591 3.3018 -0.0211
H 3.4664 5.4131 -1.1230
H 3.2241 5.4797 0.6330
H 4.3982 6.5564 -0.1408
H 5.6207 4.7552 0.9866
H 5.6373 4.5413 -2.0889
H 6.9326 3.9723 -1.0190
H 6.5238 5.6979 -1.0782
O 0.9803 -10.1066 1.2241
C 0.3521 -9.0909 1.3000
O -0.4198 -8.8927 2.3999
C -1.0613 -7.6539 2.6915
C -2.4124 -7.5589 2.0180
C 0.3258 -8.0720 0.1860
H -0.4153 -6.8073 2.4545
H -1.1940 -7.6448 3.7766
H -2.3223 -7.5660 0.9305
H -2.9295 -6.6540 2.3314
H -3.0353 -8.4019 2.3005
H -0.4582 -8.3456 -0.5197
H 1.2846 -8.1104 -0.3234
H 0.1695 -7.0492 0.5197
F -0.9283 -0.7848 -2.9720
K -4.3266 -1.8548 -0.5204
C 2.2602 -2.2862 -6.2789
F 3.1744 -1.4569 -6.7893
F 1.8565 -3.1059 -7.2548
F 2.8575 -3.0294 -5.3401
S 0.8430 -1.3449 -5.5751
O 0.3232 -0.6132 -6.7058
O 1.4736 -0.5282 -4.5562
O -0.0397 -2.3770 -5.0620
C -1.1485 7.9760 -0.1889
C -0.9983 9.0893 -1.0049
C -0.0938 9.0630 -2.0579
C 0.6560 7.9200 -2.3001
C 0.5027 6.8061 -1.4857
C -0.3963 6.8340 -0.4280
H -1.8517 7.9979 0.6337
H -1.5867 9.9789 -0.8196
H 0.0265 9.9332 -2.6904
H 1.3586 7.8972 -3.1235
H 1.0843 5.9125 -1.6757
H -0.5115 5.9662 0.2092
O -4.2013 -8.5818 4.2569
V -3.3368 -9.2988 5.4968
O -2.5683 -10.0069 6.7708
*
```

The calculation puts the largest force on an atom at 5.93 eV/Å. For the gap between HOMO and LUMO, the calculation gives 1.27 eV. The lowest unoccupied orbital energy comes out at -6.35 eV.

Entry 5:
This record from OMol25 describes an isolated molecule of C5H8O2. The level of theory is ωB97M-V with the def2-TZVPD basis set.

ORCA input file:
```
! RIJCOSX wB97M-V def2-TZVPD def2/J DEFGRID3
* xyz 0 1
O -0.3210 -0.8191 -1.8115
C -0.9455 -0.2295 -0.7612
C 1.3836 -0.6120 1.2769
C 1.7568 0.4588 0.5809
O 1.0702 1.0971 -0.4185
C -2.0377 -0.7440 -0.1990
C -0.3485 1.0905 -0.3438
H 0.5433 -0.3900 -1.9083
H 2.0504 -0.9908 2.0435
H 0.4509 -1.1360 1.1090
H 2.7135 0.9453 0.7383
H -2.5121 -0.2356 0.6331
H -2.4675 -1.6717 -0.5567
H -0.6591 1.8708 -1.0463
H -0.6772 1.3661 0.6633
*
```

The value obtained for the relative energy (zero: lowest compared OMol25 entry of this formula, charge and spin) is 43.54 kcal/mol. The calculation puts the largest force on an atom at 0.51 eV/Å. The structure (SMILES) is C=COCC(=C)O. For the gap between HOMO and LUMO, the calculation gives 9.94 eV. The lowest unoccupied orbital energy comes out at 0.89 eV.

Entry 6:
This record from OMol25 describes a structure of composition C14H28Cl4FO12Pd at a distorted geometry. The level of theory is ωB97M-V with the def2-TZVPD basis set.

ORCA input file:
```
! RIJCOSX wB97M-V def2-TZVPD def2/J DEFGRID3
* xyz 2 4
Pd -0.4863 0.3860 -0.7624
F 1.2556 -0.5419 0.0143
C -2.6138 3.6207 2.1735
O -1.3167 3.2786 2.6512
C -0.5065 2.5168 1.9371
O -0.7341 2.1563 0.7880
O 0.6434 2.4050 2.6205
C 1.7878 1.7417 2.0669
H -3.1646 4.2362 2.8848
H -3.2676 2.7679 1.9908
H -2.5264 4.1158 1.2063
H 1.9328 1.9339 1.0038
H 1.6756 0.6577 2.0873
H 2.6635 2.1155 2.5976
C 0.2498 4.6834 -1.7980
O 1.5669 4.2223 -1.9011
C 1.7513 2.8910 -1.8158
O 0.8598 2.0378 -1.6871
O 3.0227 2.6062 -2.1848
C 3.4257 1.2484 -2.4358
H 0.1031 5.7550 -1.6628
H -0.2526 4.2110 -0.9539
H -0.3957 4.4307 -2.6391
H 4.4970 1.0514 -2.3936
H 2.9550 0.8680 -3.3423
H 3.1628 0.6026 -1.5980
C -0.4603 -2.1084 2.4808
O -1.8530 -1.9484 2.5635
C -2.4331 -1.0073 1.7775
O -1.8111 -0.2585 0.9951
O -3.7263 -1.0942 1.9563
C -4.6804 -0.1541 1.4818
H -0.1061 -2.3819 1.4869
H -0.0620 -2.7383 3.2762
H -0.0137 -1.1234 2.6165
H -5.6741 -0.4515 1.8171
H -4.6274 -0.1848 0.3935
H -4.4741 0.8318 1.8981
C -3.5262 -1.7055 -3.2074
O -2.7313 -2.8523 -2.8740
C -1.8046 -2.6477 -1.9269
O -1.6027 -1.6245 -1.2524
O -1.0578 -3.7783 -1.8965
C -0.2008 -4.0367 -0.8654
H -4.4841 -2.0256 -3.6175
H -3.0372 -1.0151 -3.8947
H -3.7464 -1.0856 -2.3383
H 0.3105 -4.9755 -1.0783
H -0.7059 -4.1676 0.0915
H 0.5686 -3.2662 -0.9144
C 3.7777 -1.8503 2.1109
Cl 2.9015 -1.4934 3.5992
Cl 5.5150 -1.6280 2.2500
H 3.5201 -2.8555 1.7771
H 3.4246 -1.2060 1.3057
C 3.2072 -2.1634 -1.7042
Cl 4.9281 -1.8324 -1.4899
Cl 3.0656 -3.4746 -2.8864
H 2.6764 -2.4129 -0.7855
H 2.6342 -1.2823 -1.9931
*
```

The value obtained for the relative energy (zero: lowest compared OMol25 entry of this formula, charge and spin) is 18.79 kcal/mol. The calculation puts the largest force on an atom at 4.04 eV/Å. For the gap between HOMO and LUMO (alpha / beta), the calculation gives 8.25 / 2.60 eV. The lowest unoccupied orbital energy (alpha / beta) comes out at -7.04 / -12.67 eV.